80
Properties=species:S:1:pos:R:3:forces:R:3:lowdin_charge:R:1 method="wB97M-V/def2-TZVPD" homo_ev=-0.31 e_above_lowest_ev=1.994 e_tot_ev=-151471.56512 lumo_ev=3.09 charge=-2
Sr -0.7466 -0.0198 1.3024 0.790 2.371 2.670 1.134
N -0.0079 -1.3330 3.5553 0.151 -0.874 -0.127 -0.060
C 0.4517 -2.7055 3.2417 -0.122 0.302 -0.008 -0.190
C -0.1119 -3.2320 1.9076 -0.062 -0.027 -0.334 -0.618
O -0.2881 -4.4678 1.7833 0.011 0.219 0.061 -0.076
N -0.3122 -2.2709 1.0197 0.024 -1.759 -0.281 -0.168
C -0.7558 -2.6419 -0.3170 0.179 0.123 0.253 -0.161
C -0.4802 -1.4945 -1.3211 0.263 0.137 -0.135 -0.643
O -0.4387 -1.7763 -2.5367 0.051 -0.058 0.135 -0.050
O -0.2799 -0.3273 -0.8367 0.202 -0.952 -2.177 -0.285
H 0.5764 -0.8744 4.2409 0.031 0.140 -0.049 0.067
H -0.9421 -1.3475 3.9491 0.006 0.154 0.077 0.033
H 0.2174 -3.4412 4.0143 -0.037 -0.050 0.077 0.094
H 1.5375 -2.6844 3.1265 0.023 0.025 0.024 0.112
H -1.8392 -2.8476 -0.3502 0.018 -0.036 -0.055 0.114
H -0.2684 -3.5488 -0.6807 0.019 -0.062 -0.084 0.107
C 0.2714 2.9899 5.5031 -0.089 -0.075 -0.144 -0.189
C 0.0826 2.4940 4.0696 -0.210 -0.065 0.233 -0.846
S -1.4731 1.6914 3.7416 -0.093 0.158 0.201 0.347
C 1.0682 2.7082 3.1778 0.205 0.032 -0.214 -0.845
C 2.3295 3.4298 3.6441 -0.086 -0.062 -0.125 -0.185
S 1.0501 2.2888 1.4468 0.163 0.289 0.174 0.365
H -0.6495 2.8414 6.0653 0.010 0.008 -0.013 0.024
H 0.5309 4.0578 5.5395 -0.017 -0.089 -0.016 0.056
H 1.0754 2.4501 6.0245 -0.051 0.026 -0.038 0.056
H 2.1481 4.5060 3.7860 0.003 -0.068 -0.010 0.062
H 3.1124 3.3218 2.8947 -0.020 0.001 0.011 0.032
H 2.7067 3.0400 4.5978 -0.034 0.016 -0.057 0.051
Se -8.3034 2.6953 2.4098 -0.455 0.197 0.104 1.031
N -6.8920 3.3668 1.5493 -0.114 0.156 -0.031 -0.237
C -5.9727 2.4529 1.5676 0.515 -0.298 -0.084 -0.326
C -4.6519 2.6075 0.9508 -0.465 0.136 0.159 -0.097
C -4.2677 3.7813 0.3016 -0.109 0.068 0.037 -0.005
C -3.0156 3.8597 -0.2535 0.039 0.028 -0.023 -0.026
C -2.1735 2.7514 -0.1581 0.066 -0.136 0.124 -0.100
N -2.5378 1.6393 0.4592 -0.411 0.078 -0.244 0.038
C -3.7449 1.5603 1.0188 0.106 -0.416 0.153 -0.170
C -4.0931 0.2885 1.7320 0.382 0.206 -0.217 -0.147
N -3.1613 -0.6725 1.7860 -0.643 -0.169 0.034 0.044
C -3.4339 -1.8162 2.4024 0.063 0.136 -0.187 -0.096
C -4.6628 -2.0718 3.0020 -0.011 -0.013 0.055 -0.035
C -5.6238 -1.0895 2.9578 -0.122 0.008 0.041 -0.004
C -5.3418 0.1123 2.3133 -0.434 0.274 0.084 -0.089
C -6.3218 1.2042 2.2398 0.630 -0.155 -0.173 -0.329
N -7.5105 1.1329 2.7469 -0.207 -0.057 0.110 -0.240
H -4.9648 4.6090 0.2583 0.017 -0.012 -0.002 0.109
H -2.6710 4.7562 -0.7492 0.004 0.002 -0.005 0.106
H -1.1673 2.7672 -0.5634 -0.036 -0.020 0.024 0.096
H -2.6404 -2.5616 2.4012 -0.028 0.083 -0.041 0.113
H -4.8401 -3.0186 3.4928 -0.004 -0.002 -0.006 0.105
H -6.5978 -1.2245 3.4109 0.011 0.003 0.004 0.110
C 2.2153 -3.3883 -5.0340 -0.012 -0.004 0.054 -0.110
C 1.9956 -3.8184 -3.5820 -0.037 0.151 -0.137 -0.244
C 2.8844 -3.0637 -2.6067 0.053 0.195 -0.089 -0.226
N 2.4922 -1.6599 -2.5373 -0.071 -0.264 0.370 0.038
C 2.9333 -0.8459 -1.5691 0.066 0.110 -0.105 -0.849
S 3.9975 -1.2460 -0.3681 -0.100 -0.010 -0.221 0.652
N 2.3858 0.4646 -1.6904 0.257 0.021 -0.296 0.118
C 2.5450 1.2837 -2.7675 -0.102 -0.035 0.041 -0.432
O 1.8533 2.2687 -2.9545 -0.029 -0.008 0.001 0.067
C 3.6520 0.9718 -3.7429 -0.046 -0.114 0.025 -0.138
C 4.9328 0.6168 -3.3406 0.122 0.004 0.030 -0.033
C 5.9202 0.3865 -4.2928 -0.058 -0.004 -0.003 -0.086
C 5.6314 0.5043 -5.6458 -0.066 -0.003 0.048 -0.111
C 4.3503 0.8700 -6.0470 0.032 0.014 0.063 -0.096
C 3.3691 1.1097 -5.0970 0.009 0.012 -0.083 -0.029
H 1.5165 -3.8934 -5.7053 0.031 0.010 0.022 0.062
H 3.2336 -3.6180 -5.3658 -0.047 0.030 0.032 0.066
H 2.0642 -2.3116 -5.1492 0.007 -0.067 0.004 0.065
H 2.2002 -4.8857 -3.4697 -0.002 -0.012 -0.014 0.103
H 0.9527 -3.6489 -3.3019 0.000 -0.030 0.019 0.092
H 3.9291 -3.1032 -2.9321 0.056 -0.021 0.068 0.112
H 2.8454 -3.5027 -1.6100 -0.064 -0.009 0.105 0.095
H 1.5425 -1.4521 -2.8557 -0.070 0.067 -0.125 0.116
H 1.6191 0.6993 -1.0698 -0.042 0.060 0.278 0.095
H 5.1591 0.5226 -2.2844 -0.030 -0.014 -0.071 0.086
H 6.9159 0.1047 -3.9716 -0.006 0.020 -0.004 0.096
H 6.3994 0.3110 -6.3857 -0.002 0.014 0.008 0.089
H 4.1191 0.9771 -7.1001 -0.001 -0.029 0.000 0.092
H 2.3701 1.4108 -5.3883 0.030 -0.003 0.014 0.117

---

7
Properties=species:S:1:pos:R:3:forces:R:3:mulliken_spin:R:1 method="wB97M-V/def2-TZVPD" homo_ev="-8.06 / -11.39" e_above_lowest_ev=0.433 s2=2.010 multiplicity=3 e_tot_ev=-18371.05624 lumo_ev="0.12 / -2.82" charge=0
C 0.8145 -0.6126 0.5874 -1.731 -0.634 -2.203 0.123
C 0.2675 0.2937 -0.4602 -0.295 -1.398 1.400 1.366
F 1.4612 -1.7049 -0.0130 -0.522 0.777 1.622 0.026
F -2.6338 1.1076 -0.6663 1.869 -0.823 -1.214 0.013
S 1.6518 0.9951 0.0952 1.056 0.729 0.725 0.461
H 0.2761 -0.8520 1.5839 1.526 0.510 -1.614 0.015
H -1.8372 0.7731 -1.1270 -1.903 0.839 1.284 -0.005

---

10
Properties=species:S:1:pos:R:3:forces:R:3:lowdin_charge:R:1 method="wB97M-V/def2-TZVPD" homo_ev="-8.97 / -8.74" e_above_lowest_ev=3.495 e_tot_ev=-25071.53444 lumo_ev="-0.94 / -2.46" charge=0
C -0.4369 1.8259 0.1017 -0.521 1.544 2.226 -0.246
C -1.2437 0.9581 -0.5098 -2.532 -2.087 -0.222 -0.219
C 0.5047 1.2198 -1.6567 1.192 1.483 -1.568 -0.132
N 0.6067 2.0752 -0.7324 2.160 0.101 0.400 0.047
N -0.6597 0.5934 -1.6988 0.365 -0.584 -0.478 -0.008
S -2.2681 2.8124 -2.9022 -0.179 0.403 -0.074 -0.185
I -2.2119 4.5316 -1.3702 -0.029 -0.086 -0.196 0.379
H -0.5591 2.3720 1.0844 0.106 -0.924 -1.452 0.124
H -2.1270 0.3832 -0.3060 -0.402 0.493 0.738 0.111
H -1.0299 0.1916 -2.5489 -0.161 -0.341 0.625 0.130